Record 1
Entry from OMol25: CH2N2S2 in the gas phase in a non-equilibrium geometry (ωB97M-V/def2-TZVPD).

Output
**HOMO**: -8.13 eV
**Kohn-Sham gap**: 8.4722 eV
**SMILES**: C1=NSNS1

Atoms and positions in Å:
1 C 0.49 0.99 0.47
2 N -0.71 1.16 0.24
3 S -1.64 -0.17 -0.05
4 N -0.28 -1.34 -0.29
5 S 1.16 -0.75 0.41
6 H 1.06 1.87 0.52
7 H -0.08 -1.76 -1.30

Let us look at the Löwdin charges, expressed in e, one per atom: -0.54 -0.41 0.80 -0.75 0.76 0.06 0.07

---

Record 2
Entry from OMol25: 2 unconnected molecules or ions with the total composition CH2N3O in a non-equilibrium geometry (ωB97M-V/def2-TZVPD).

Output
**Total charge**: -1
**HOMO**: -2.63 eV
**Kohn-Sham gap**: 7.0852 eV

Atoms and positions in Å:
1 C -2.28 -1.30 0.08
2 N -2.44 -2.28 -0.61
3 N -0.04 0.14 -0.45
4 N -1.12 0.03 -0.89
5 O -2.09 -0.32 0.83
6 H 0.36 1.05 0.08
7 H 0.55 -0.63 -0.25

Let us look at the Löwdin charges, expressed in e, one per atom: -0.76 -0.04 -0.16 -0.04 -0.16 0.11 0.06

---

Record 3
Entry from OMol25: CH2N4 in the gas phase in a non-equilibrium geometry (ωB97M-V/def2-TZVPD).

Output
**HOMO**: -10.99 eV
**Kohn-Sham gap**: 11.4893 eV
**SMILES**: c1nn[nH]n1

Atoms and positions in Å:
1 C 0.99 -0.13 -0.04
2 N 0.59 1.13 -0.01
3 N -0.69 1.04 -0.13
4 N -1.06 -0.11 -0.12
5 N 0.01 -0.95 -0.11
6 H 2.11 -0.47 -0.07
7 H -1.95 -0.51 0.47

Let us look at the Löwdin charges, expressed in e, one per atom: -0.29 0.03 -0.06 -0.09 0.04 0.14 0.24

---

Record 4
Entry from OMol25: CH2N4O in the gas phase in a non-equilibrium geometry (ωB97M-V/def2-TZVPD).

Output
**HOMO**: -9.18 eV
**Kohn-Sham gap**: 9.8046 eV
**SMILES**: [H]/N=c1/[nH]nno1

Atoms and positions in Å:
1 H -1.55 1.95 0.52
2 N -1.48 1.17 -0.37
3 C -0.51 0.49 -0.17
4 N -0.31 -0.87 -0.59
5 N 0.68 -1.27 0.01
6 N 1.27 -0.32 0.64
7 O 0.54 0.70 0.52
8 H -0.85 -1.43 -1.41

Let us look at the Löwdin charges, expressed in e, one per atom: 0.17 0.12 -0.61 0.05 -0.03 0.01 0.04 0.24

---

Record 5
Entry from OMol25: a molecular structure, CH2N4O2 in a non-equilibrium geometry (ωB97M-V/def2-TZVPD).

Output
**HOMO**: -8.87 eV
**Kohn-Sham gap**: 8.6687 eV

Atoms and positions in Å:
1 C -0.54 1.31 0.21
2 N -1.06 0.14 0.38
3 N 0.80 1.33 -0.06
4 N -0.18 -0.80 0.35
5 N 1.31 0.22 -0.17
6 O 2.38 -0.28 -0.28
7 O -0.47 -2.06 -0.02
8 H -1.09 2.22 0.31
9 H -1.15 -2.09 -0.72

Let us look at the Löwdin charges, expressed in e, one per atom: -0.18 0.05 0.11 -0.11 -0.20 0.08 0.04 0.10 0.12

---

Record 6
Entry from OMol25: 2 unconnected molecules or ions with the total composition CH2N4O2 in a non-equilibrium geometry (ωB97M-V/def2-TZVPD).

Output
**HOMO**: -8.92 eV
**Kohn-Sham gap**: 9.0151 eV
**SMILES**: [H]/N=N/N=N/[H].O=C=O

Atoms and positions in Å:
1 H -0.71 -1.13 -2.40
2 N 0.20 -1.12 -2.12
3 N 0.48 -0.79 -0.98
4 N 1.25 -0.21 -0.33
5 N 1.95 -0.22 0.68
6 H 2.27 0.72 0.90
7 O -1.76 1.35 2.48
8 C -1.88 0.95 1.40
9 O -1.81 0.45 0.36

Let us look at the Löwdin charges, expressed in e, one per atom: 0.01 0.09 -0.09 -0.09 0.06 0.04 0.21 -0.41 0.18

---

Record 7
Entry from OMol25: 2 unconnected molecules or ions with the total composition CH2N4O3 in a non-equilibrium geometry (ωB97M-V/def2-TZVPD).

Output
**HOMO (spin up / spin down)**: -10.32 / -10.30 eV
**Kohn-Sham gap (spin up / spin down)**: 8.0716 / 8.0577 eV
**SMILES**: N[N+](=O)[O-].N#CN=O

Atoms and positions in Å:
1 N 0.86 -0.06 1.53
2 N -0.45 -0.43 1.31
3 O -0.95 -0.30 0.19
4 O -0.99 -0.87 2.29
5 H 1.42 -0.06 0.69
6 H 1.29 -0.57 2.26
7 N -1.75 0.46 -3.02
8 C -0.85 0.55 -2.28
9 N 0.28 0.28 -1.72
10 O 1.14 1.01 -1.26

Let us look at the Löwdin charges, expressed in e, one per atom: 0.19 -0.45 0.03 0.09 0.09 0.11 0.22 -0.29 -0.04 0.04

---

Record 8
Entry from OMol25: 2 unconnected molecules or ions with the total composition CH2N4O3 in a non-equilibrium geometry (ωB97M-V/def2-TZVPD).

Output
**HOMO (spin up / spin down)**: -10.56 / -10.56 eV
**Kohn-Sham gap (spin up / spin down)**: 8.1639 / 8.3074 eV

Atoms and positions in Å:
1 C 1.48 -0.07 0.26
2 N 1.54 0.78 -0.59
3 N 0.78 -0.69 1.06
4 N -1.09 0.37 0.02
5 N -1.63 -0.55 -0.79
6 O -2.24 -1.43 -0.27
7 O -1.51 -0.36 -1.95
8 O -0.39 1.26 -0.62
9 H 0.64 -0.24 1.96
10 H -0.49 1.09 -1.59

Let us look at the Löwdin charges, expressed in e, one per atom: -0.38 0.18 0.19 0.06 -0.48 0.12 0.09 -0.01 0.10 0.13

---

Record 9
Entry from OMol25: CH2N4OS in the gas phase in a non-equilibrium geometry (ωB97M-V/def2-TZVPD).

Output
**HOMO**: -9.13 eV
**Kohn-Sham gap**: 8.3622 eV
**SMILES**: Nn1onnc1=S

Atoms and positions in Å:
1 N -0.24 1.58 -0.15
2 N -0.25 0.19 0.00
3 O -1.57 -0.25 0.15
4 N -1.42 -1.52 -0.03
5 N -0.20 -1.91 -0.15
6 C 0.59 -0.81 0.02
7 S 2.27 -0.61 0.04
8 H 0.74 1.65 -0.72
9 H 0.09 1.69 0.84

Let us look at the Löwdin charges, expressed in e, one per atom: 0.12 -0.24 0.06 0.04 0.09 -0.90 0.56 0.14 0.12

---

Record 10
Entry from OMol25: a gas-phase ion, CH2NO2 (charge -1) (ωB97M-V/def2-TZVPD).

Output
**Total charge**: -1
**HOMO**: -3.20 eV
**Kohn-Sham gap**: 7.8589 eV
**SMILES**: [H]/N=C(\[O-])O

Atoms and positions in Å:
1 H -0.72 1.82 0.08
2 N 0.12 1.30 -0.14
3 C -0.12 0.02 0.01
4 O -1.18 -0.62 0.14
5 O 1.06 -0.75 -0.01
6 H 1.73 -0.05 -0.09

Let us look at the Löwdin charges, expressed in e, one per atom: -0.02 -0.02 -0.84 -0.11 -0.06 0.05

---

Record 11
Entry from OMol25: a gas-phase ion, CH2NO2S2 (charge -1) in a non-equilibrium geometry (ωB97M-V/def2-TZVPD).

Output
**Total charge**: -1
**HOMO**: -3.67 eV
**Kohn-Sham gap**: 7.1660 eV
**SMILES**: NC([S-])=S(=O)=O

Atoms and positions in Å:
1 N 1.23 -0.21 -0.37
2 C -0.34 -0.83 -0.23
3 S -0.53 -2.34 0.00
4 S -1.52 0.74 0.00
5 O -1.33 0.72 1.47
6 O -0.72 1.79 -0.62
7 H 2.15 -0.67 -0.27
8 H 1.06 0.79 0.01

Let us look at the Löwdin charges, expressed in e, one per atom: -0.09 -0.96 0.55 0.58 -0.57 -0.57 0.02 0.03

---

Record 12
Entry from OMol25: a gas-phase ion, CH2NO3P (charge -2) in a non-equilibrium geometry (ωB97M-V/def2-TZVPD).

Output
**Total charge**: -2
**HOMO**: 1.17 eV
**Kohn-Sham gap**: 6.2620 eV
**SMILES**: [H]/N=C/P(=O)([O-])[O-]

Atoms and positions in Å:
1 H 2.50 0.44 0.18
2 N 1.82 -0.19 -0.17
3 C 0.67 0.35 -0.05
4 P -1.13 -0.32 -0.20
5 O -1.75 -0.05 -1.58
6 O -0.92 -1.77 0.19
7 O -1.76 0.41 0.97
8 H 0.58 1.14 0.66

Let us look at the Löwdin charges, expressed in e, one per atom: -0.05 -0.05 -0.31 -0.03 -0.54 -0.52 -0.52 0.01